The following is a quantum chemistry calculation of a 4-piece molecular cluster, C30H55N2O4 overall in a non-equilibrium geometry, from OMol25.

Geometry as XYZ:
```
91
Properties=species:S:1:pos:R:3:forces:R:3:mulliken_charge:R:1
C 2.260 -2.174 5.062 -0.2 -0.5 0.0 -1.12
C 2.532 -3.517 5.102 0.1 0.4 0.0 -0.28
C 1.757 -4.652 4.458 -0.7 0.9 1.8 -1.35
C 0.759 -4.282 3.348 -0.6 -2.7 0.0 0.00
N -0.620 -3.930 3.723 0.9 1.4 0.9 0.58
C -0.862 -3.748 5.157 -0.3 0.3 0.2 -1.04
C -1.140 -2.831 2.931 -0.1 0.0 0.3 0.46
C -0.927 -1.403 3.384 0.3 -0.2 -0.2 -0.87
O -1.725 -3.075 1.924 -0.2 -0.2 -0.8 -0.57
C 0.605 -5.597 2.527 0.3 -0.2 -0.1 -1.22
C 1.683 -5.541 1.410 -1.8 0.4 1.3 -0.91
C 1.927 -4.062 1.354 0.9 -0.8 -1.2 0.64
C 2.704 -3.528 0.205 -0.5 1.0 0.1 -1.17
C 2.486 -2.063 -0.122 0.1 0.1 -0.3 0.64
C 2.513 -1.027 0.811 -0.1 0.0 0.0 -0.80
C 2.332 0.290 0.411 0.0 0.2 -0.2 -0.67
C 2.135 0.629 -0.927 -0.2 -0.2 -0.3 1.12
C 1.974 2.059 -1.352 0.7 0.2 0.5 -1.49
C 2.092 -0.406 -1.857 0.2 -0.4 0.2 -0.54
C 2.273 -1.726 -1.456 -0.1 0.3 -0.1 -1.07
N 1.432 -3.423 2.342 -0.5 0.0 0.2 1.00
H 2.917 -1.458 4.574 1.1 0.2 1.7 0.31
H 1.401 -1.760 5.584 -1.0 -0.1 -1.6 0.48
H 3.441 -3.831 5.620 0.9 0.0 -1.6 0.44
H 1.294 -5.300 5.205 -0.2 -0.2 -0.2 0.55
H 2.524 -5.269 3.988 0.1 0.0 0.0 0.56
H -0.682 -4.669 5.702 0.1 -0.1 -0.1 0.34
H -0.302 -2.935 5.623 0.1 0.0 0.0 0.31
H -1.918 -3.527 5.300 -0.1 0.0 -0.1 0.39
H -1.763 -1.093 4.007 0.0 0.2 0.1 0.39
H 0.015 -1.270 3.913 -0.1 -0.1 0.3 0.21
H -0.880 -0.795 2.483 -0.3 0.1 0.0 0.15
H -0.417 -5.612 2.158 0.1 0.2 -0.5 0.51
H 0.660 -6.496 3.136 0.3 0.1 0.3 0.29
H 1.176 -5.925 0.530 0.7 0.1 -0.6 0.42
H 2.596 -6.078 1.653 0.1 -0.1 -0.2 0.37
H 3.767 -3.757 0.335 0.0 -0.1 0.3 0.43
H 2.382 -4.117 -0.652 0.1 -0.1 -0.1 0.46
H 2.698 -1.222 1.863 0.3 0.1 0.0 0.95
H 2.373 1.104 1.124 0.0 -0.1 0.2 0.46
H 2.576 2.678 -0.684 -0.2 0.1 0.1 0.56
H 0.947 2.415 -1.290 -0.1 -0.1 -0.2 -0.05
H 2.396 2.229 -2.338 -0.4 -0.1 -0.2 0.37
H 1.940 -0.224 -2.913 -0.1 0.3 0.0 0.44
H 2.248 -2.487 -2.227 0.0 -0.2 0.1 0.35
H 1.500 -2.417 2.438 0.1 0.0 0.0 -0.05
C -1.917 1.711 -5.029 0.0 0.0 -0.1 -1.25
C -0.740 2.165 -4.184 -0.1 0.1 -0.1 0.45
O 0.515 1.687 -4.644 0.1 -0.2 0.2 -0.36
C 0.887 2.078 -5.957 0.0 0.1 -0.1 -0.35
C 0.990 3.582 -6.146 -0.1 0.0 0.1 -1.08
H -1.954 0.621 -5.075 0.0 0.0 0.0 0.28
H -2.850 2.076 -4.600 0.0 0.0 0.0 0.38
H -1.852 2.082 -6.052 0.0 0.1 0.0 0.40
H -0.858 1.776 -3.175 0.1 0.0 0.0 -0.51
H -0.722 3.257 -4.094 0.0 0.0 -0.1 0.30
H 0.203 1.641 -6.692 0.0 0.0 0.0 0.31
H 1.864 1.627 -6.134 0.0 -0.1 0.1 0.38
H 0.034 4.081 -5.986 0.0 0.0 -0.1 0.27
H 1.321 3.811 -7.159 0.0 0.0 0.0 0.41
H 1.706 4.007 -5.441 0.0 0.0 0.0 0.29
C -4.788 -1.740 -1.667 0.1 0.0 0.1 -1.09
C -4.124 -0.639 -2.477 0.0 -0.2 -0.1 -0.19
O -3.717 0.477 -1.704 0.0 0.2 -0.1 -0.44
C -2.780 0.219 -0.678 0.0 -0.1 0.1 -0.55
C -1.469 -0.364 -1.178 0.0 -0.1 0.0 0.40
H -5.657 -1.350 -1.136 0.0 0.0 0.0 0.30
H -5.112 -2.547 -2.326 0.0 0.0 0.0 0.42
H -4.111 -2.168 -0.926 0.0 0.0 -0.1 0.16
H -4.835 -0.250 -3.206 0.0 0.1 0.0 0.41
H -3.277 -1.036 -3.049 0.0 0.0 0.0 0.21
H -3.221 -0.425 0.091 0.0 -0.1 0.0 0.39
H -2.588 1.183 -0.204 -0.1 0.1 -0.1 0.29
H -1.605 -1.334 -1.657 0.0 0.0 0.1 0.37
H -0.773 -0.496 -0.345 0.0 0.0 0.0 -0.21
H -1.010 0.300 -1.908 0.1 0.0 0.0 -0.36
C -0.259 7.832 0.751 0.0 -0.1 0.1 -1.04
C 0.152 6.764 -0.248 -0.1 0.1 0.0 -0.30
O 0.727 5.611 0.345 0.2 -0.2 0.0 -0.43
C -0.091 4.904 1.258 -0.1 0.0 0.0 -0.41
C -1.380 4.385 0.643 0.0 0.0 -0.1 -0.77
H 0.597 8.140 1.353 0.0 0.0 0.0 0.29
H -0.653 8.703 0.229 0.0 0.0 0.0 0.40
H -1.032 7.478 1.435 -0.1 0.0 -0.1 0.26
H 0.918 7.168 -0.909 0.1 -0.1 0.0 0.35
H -0.694 6.484 -0.885 0.0 0.0 0.0 0.28
H -0.298 5.521 2.139 -0.1 0.0 0.0 0.35
H 0.503 4.056 1.604 0.1 0.1 -0.1 0.31
H -2.018 5.193 0.284 0.0 0.0 0.1 0.27
H -1.950 3.814 1.378 0.0 0.0 0.0 0.42
H -1.161 3.737 -0.208 0.0 0.0 0.0 0.05
```
Forces are in eV/Å.

Charge   +1
E   -1586.17142 Eh
Gap between HOMO and LUMO   0.2873 Eh
HOMO level   -11.28 eV
M   507.780 g/mol